Entry 1:
C28H39AuN4P as an isolated structure at a distorted geometry. Source: the Open Molecules 2025 dataset; level of theory: ωB97M-V/def2-TZVPD.

```
! wB97M-V def2-TZVPD RIJCOSX def2/J DEFGRID3
* xyz 3 1
H -0.544 -4.568 -5.284
H 1.473 -3.250 0.468
H 1.081 -5.514 -3.683
H 4.599 2.828 -2.128
C 2.763 -0.004 -2.488
H 0.784 -2.373 2.633
H 2.558 0.952 1.359
N 1.601 0.925 1.699
C 4.001 0.467 -4.490
H 2.190 3.016 0.048
N -1.997 0.696 0.595
H 2.714 -1.229 -4.270
H -2.440 -0.074 2.503
C 4.782 -3.515 1.127
C -0.118 -1.760 2.632
H -0.691 3.490 -1.836
C 1.149 2.916 0.358
H 1.908 0.808 3.790
C 1.098 2.299 1.755
C -0.454 -2.588 -4.460
C 1.357 -3.682 -2.623
H 4.289 0.197 -5.497
H -3.733 -0.286 1.342
H -0.858 -2.276 3.250
H 4.776 -1.030 -1.171
C 3.109 -0.339 -3.801
C 4.388 -1.778 -0.495
H 2.076 -4.103 -1.934
C 1.022 -2.324 -2.571
C 4.174 1.948 -2.593
H -0.161 -0.733 -3.433
C 2.536 -3.035 0.437
H 3.048 -4.561 1.849
C 5.261 -2.524 0.281
C -1.813 1.651 -1.693
H 0.735 3.923 0.409
C -0.883 2.707 -1.100
C 3.288 1.150 -1.893
C 0.798 -4.472 -3.610
C 1.583 0.169 2.963
H 2.310 -0.639 2.872
C 4.532 1.605 -3.894
H -1.856 1.554 1.117
H -3.544 1.726 -0.411
H 5.473 -4.093 1.727
H 3.024 1.397 -0.870
H 0.209 -0.611 4.378
C 3.016 -2.041 -0.427
C -2.120 -1.677 1.101
C -2.647 -0.305 1.460
H -1.349 3.193 -0.240
H -1.207 0.861 -2.150
Au 0.173 -0.041 0.022
H 5.226 2.228 -4.441
C -2.735 1.027 -0.644
C 0.097 -1.786 -3.482
N -0.641 -1.732 1.237
P 1.839 -1.169 -1.473
C -0.107 -3.936 -4.522
H 0.075 2.289 2.135
C 0.213 -0.418 3.305
H -2.428 2.084 -2.481
H -3.185 0.119 -1.044
H -2.588 -2.437 1.731
H -1.149 -2.173 -5.178
H 1.000 2.020 -1.490
H -0.351 -2.594 0.786
H 6.324 -2.334 0.213
N 0.413 2.124 -0.664
H -0.563 0.326 3.122
H 1.694 2.916 2.434
H -2.357 -1.900 0.060
C 3.416 -3.776 1.201
*
```

Entry 2:
C28H39Cl3IrNO6S2Si4 as an isolated structure. Source: the Open Molecules 2025 dataset; level of theory: ωB97M-V/def2-TZVPD.

- energy above the lowest of the compared OMol25 structures with the same formula, charge and spin (eV) = 0.348

```
! wB97M-V def2-TZVPD RIJCOSX def2/J DEFGRID3
* xyz -2 1
H 3.372 -3.075 -1.314
H -2.082 -1.195 -3.087
C -1.138 -4.791 -1.753
Cl -0.347 0.720 -2.284
O -8.456 -0.900 0.745
H -0.356 -5.402 -1.301
C 4.356 -0.018 1.102
C 3.270 0.275 3.599
H -3.369 -3.875 -0.120
H 6.188 -0.497 2.090
H -3.974 0.200 2.475
H -3.072 -2.391 -2.258
C 2.999 0.324 1.205
C -5.584 -0.469 1.214
Si 1.892 -3.130 0.663
C -6.026 -0.658 -0.085
C 3.433 -2.628 -0.319
H -2.870 -2.264 3.643
C 5.148 -0.220 2.215
C 2.196 -3.016 2.530
C 0.090 2.423 -2.407
H 1.092 -5.567 0.762
O -7.433 -2.787 -0.425
C 0.085 3.181 -1.203
Si -0.116 -1.965 0.093
N -2.176 0.917 0.644
H 2.817 0.419 4.569
H 1.709 -3.857 3.031
H -1.152 -5.351 1.219
H 1.876 -5.189 -0.786
H -0.416 -4.689 2.692
H 1.375 -1.986 -3.102
C 0.711 5.069 -2.670
H -4.168 -3.482 1.398
H -1.366 -5.207 -2.741
O 0.035 0.479 2.055
H 2.848 -5.378 0.664
C -2.170 -2.259 -2.859
C 0.697 4.249 -3.786
H -2.011 -0.868 2.959
H 4.778 -0.135 0.111
H -2.315 -2.788 -3.806
Cl 0.435 5.598 -0.050
C 4.602 -0.079 3.484
H -2.106 1.889 0.341
S -7.661 -1.348 -0.391
H 3.265 -3.061 2.758
C -3.432 -3.124 0.672
C -5.197 -0.313 -1.145
H 0.365 2.258 -4.526
H -2.141 -5.063 2.655
H 0.478 -3.050 -4.205
O 0.800 1.292 3.940
H -5.563 -0.445 -2.155
H 4.327 -3.027 0.170
C 1.018 0.809 2.839
O -8.061 -0.778 -1.670
H -2.002 0.949 1.650
Cl 1.092 4.910 -5.353
O -0.184 2.725 -0.039
C -4.320 0.051 1.458
C 1.891 -4.996 0.290
S 2.182 0.597 -0.315
H 1.801 -2.096 2.961
C -1.307 -4.673 2.060
C -3.930 0.202 -0.908
H -3.277 0.468 -1.732
C 0.814 -2.922 -3.172
H 5.203 -0.248 4.369
Ir -0.079 0.409 0.057
H -1.110 -2.126 3.787
H 3.533 -1.552 -0.442
C 0.415 4.547 -1.429
C -3.489 0.381 0.396
H -3.827 -2.212 0.223
H 1.508 -3.736 -2.944
H -2.042 -4.882 -1.147
C 2.450 0.470 2.484
Si -1.762 -2.911 1.518
C -1.961 -1.943 3.125
C 0.381 2.909 -3.663
H -6.245 -0.726 2.032
H 0.956 6.118 -2.765
Si -0.658 -2.970 -1.977
*
```

no.,E (eV),frontier orbital gap (eV)
1,-48584.608,5.551
2,-137040.033,6.819